Record 1
C16H34Br3ClIN6O3P | wB97M-V/def2-TZVPD

Summary:
LUMO: -1.776 eV
HOMO-LUMO gap: 4.74 eV

Geometry as XYZ:
```
65
C16H34Br3ClIN6O3P (wB97M-V/def2-TZVPD)
C -2.83 -3.22 -6.20
C -1.38 -3.02 -5.72
C -1.24 -2.07 -4.52
I -2.50 -2.80 -2.94
N -1.58 -0.72 -4.98
C -1.29 0.39 -4.39
N -1.57 1.64 -4.86
Br -1.66 1.77 -6.72
C -2.69 2.31 -4.14
C -2.69 1.82 -2.69
Br -4.19 0.59 -2.51
C -1.32 1.30 -2.21
Br -1.59 0.33 -0.52
N -0.65 0.33 -3.14
C 0.72 0.90 -3.46
C 1.69 0.58 -2.31
C 2.05 1.77 -1.46
O 1.43 2.09 -0.47
O 3.15 2.49 -1.84
H -2.87 -3.04 -7.27
H -3.54 -2.54 -5.72
H -3.19 -4.23 -6.03
H -0.98 -3.97 -5.39
H -0.79 -2.58 -6.53
H -0.23 -2.11 -4.14
H -2.06 -0.68 -5.87
H -2.47 3.38 -4.15
H -3.61 2.10 -4.67
H -2.92 2.67 -2.05
H -0.69 2.13 -1.91
H 1.08 0.43 -4.38
H 0.66 1.96 -3.69
H 1.23 -0.15 -1.65
H 2.62 0.15 -2.68
H 3.58 2.80 -1.03
Cl -3.06 2.72 0.19
O 0.79 -1.74 6.07
P 0.74 -0.72 4.95
N 2.21 -1.11 4.13
C 3.48 -1.04 4.83
C 2.11 -2.39 3.43
N 0.80 0.70 5.90
C 1.86 1.69 5.85
C 0.28 0.60 7.26
N 0.15 0.25 3.58
C -1.21 -0.12 3.17
C 0.94 0.55 2.39
H 4.30 -1.24 4.13
H 3.55 -1.75 5.67
H 3.67 -0.03 5.21
H 1.20 -2.41 2.82
H 2.07 -3.23 4.13
H 2.96 -2.52 2.76
H 2.71 1.41 6.47
H 1.49 2.65 6.21
H 2.20 1.86 4.83
H 1.01 0.16 7.95
H -0.62 -0.01 7.29
H 0.00 1.59 7.63
H -1.23 -1.09 2.65
H -1.65 0.63 2.51
H -1.86 -0.19 4.05
H 1.05 -0.31 1.71
H 1.92 0.93 2.64
H 0.42 1.34 1.83
```

=====

Record 2
C8H15NO3Si | wB97M-V/def2-TZVPD

Summary:
LUMO: 0.818 eV
HOMO-LUMO gap: 8.85 eV
ΔE to the lowest compared entry with this formula, charge and spin: 0.0 kJ/mol
structure (SMILES): CO[Si](OC)(OC)c1cccn1C

Geometry as XYZ:
```
28
C8H15NO3Si (wB97M-V/def2-TZVPD)
C 1.59 -1.11 1.76
O 0.51 -1.46 0.91
Si 0.31 -0.72 -0.54
O -0.92 -1.55 -1.23
C -1.98 -2.22 -0.61
O 1.62 -0.62 -1.45
C 2.21 -1.55 -2.34
C -0.17 1.10 -0.30
C 0.12 2.15 -1.19
C -0.37 3.34 -0.62
C -0.94 3.02 0.58
N -0.74 1.67 0.78
C -1.30 1.10 1.95
H 1.44 -1.57 2.73
H 1.46 0.02 2.07
H 2.48 -1.36 1.29
H -2.93 -2.26 -1.30
H -2.31 -1.71 0.38
H -1.68 -3.31 -0.25
H 2.99 -1.03 -3.03
H 1.39 -2.11 -2.95
H 2.67 -2.48 -1.84
H 0.78 1.88 -2.04
H -0.56 4.29 -1.06
H -1.24 3.66 1.42
H -2.46 1.09 1.82
H -1.03 0.03 2.22
H -0.95 1.69 2.84
```

=====

Record 3
C6H11NO | wB97M-V/def2-TZVPD

Summary:
LUMO: 0.967 eV
HOMO-LUMO gap: 8.46 eV
ΔE to the lowest compared entry with this formula, charge and spin: 169.9 kJ/mol
structure (SMILES): C=C(CC)/C(O)=C\N

Geometry as XYZ:
```
19
C6H11NO (wB97M-V/def2-TZVPD)
C -2.12 0.33 0.89
C -0.96 0.20 0.26
C -0.37 1.33 -0.55
C 0.56 0.88 -1.67
C -0.24 -1.10 0.32
O -1.02 -2.16 -0.08
C 1.02 -1.27 0.75
N 1.81 -0.28 1.35
H -2.53 -0.48 1.47
H -2.69 1.24 0.85
H -1.20 1.90 -0.98
H 0.17 2.02 0.12
H 0.06 0.16 -2.31
H 1.47 0.42 -1.28
H 0.86 1.74 -2.28
H -0.53 -2.98 0.04
H 1.46 -2.25 0.76
H 1.45 0.66 1.22
H 2.79 -0.34 1.11
```

=====

Record 4
C34H40IrN5O3P3Te | wB97M-V/def2-TZVPD

Summary:
LUMO: -8.021 eV
HOMO-LUMO gap: 6.62 eV
charge: +3

Geometry as XYZ:
```
87
C34H40IrN5O3P3Te (wB97M-V/def2-TZVPD)
Ir -0.42 -0.14 0.84
Te -0.98 -0.41 4.54
C -2.42 0.77 5.53
C -2.02 1.66 6.51
C -3.00 2.42 7.14
N -4.29 2.35 6.84
C -4.66 1.48 5.91
C -3.77 0.66 5.24
C -1.71 0.01 2.60
P -1.51 1.57 1.73
C -2.95 2.43 1.13
C -4.01 2.73 1.99
C -5.06 3.51 1.53
C -5.07 3.98 0.23
C -4.02 3.68 -0.63
C -2.96 2.90 -0.18
C -0.48 2.70 2.66
C 0.88 2.78 2.36
C 1.69 3.66 3.06
C 1.14 4.47 4.05
C -0.21 4.39 4.35
C -1.03 3.51 3.65
P -2.33 -1.08 1.38
C -2.28 -2.82 1.75
C -1.23 -3.38 2.48
C -1.25 -4.72 2.80
C -2.31 -5.52 2.38
C -3.35 -4.98 1.64
C -3.34 -3.63 1.33
C -3.84 -0.65 0.54
C -5.03 -0.66 1.28
C -6.22 -0.35 0.65
C -6.23 -0.04 -0.71
C -5.05 -0.04 -1.44
C -3.85 -0.35 -0.82
H -0.98 1.79 6.78
H -2.72 3.13 7.92
H -5.72 1.42 5.71
H -4.14 -0.06 4.51
H -4.01 2.37 3.01
H -5.88 3.75 2.20
H -5.89 4.59 -0.12
H -4.03 4.04 -1.65
H -2.15 2.64 -0.85
H 1.31 2.14 1.60
H 2.75 3.73 2.83
H 1.77 5.16 4.59
H -0.64 5.01 5.12
H -2.09 3.46 3.88
H -0.40 -2.76 2.80
H -0.46 -5.15 3.40
H -2.33 -6.57 2.64
H -4.18 -5.60 1.32
H -4.17 -3.20 0.78
H -5.02 -0.91 2.33
H -7.14 -0.34 1.21
H -7.16 0.20 -1.20
H -5.07 0.21 -2.49
H -2.92 -0.32 -1.37
N 1.19 -1.70 -2.84
C 0.69 -2.75 -1.89
P 1.70 -2.58 -0.35
O 3.02 -2.03 -0.80
O 0.86 -1.90 0.70
C 2.11 -4.27 0.27
N 3.59 -4.29 0.57
H 0.90 -1.86 -3.80
H 2.22 -1.67 -2.78
H 0.87 -0.78 -2.50
H 0.79 -3.72 -2.36
H -0.36 -2.55 -1.67
H 1.92 -5.03 -0.48
H 1.55 -4.52 1.17
H 4.03 -3.55 -0.01
H 4.02 -5.19 0.38
H 3.78 -4.06 1.55
C 1.88 3.75 -1.43
N 1.06 2.55 -1.38
C 1.50 1.34 -1.05
N 2.79 1.16 -0.76
O 0.69 0.33 -1.03
H 1.26 4.58 -1.76
H 2.69 3.64 -2.16
H 2.29 3.99 -0.45
H 0.07 2.62 -1.54
H 3.46 1.90 -0.82
H 3.12 0.20 -0.66
```

=====

Record 5
C18H20CrN3O3S | wB97M-V/def2-TZVPD

Summary:
LUMO (spin up / spin down): -3.021 / -2.932 eV
HOMO-LUMO gap (spin up / spin down): 8.53 / 8.65 eV
ΔE to the lowest compared entry with this formula, charge and spin: 15.8 kJ/mol
charge: +1
multiplicity: 5
⟨S²⟩: 6.02

Geometry as XYZ:
```
46
C18H20CrN3O3S (wB97M-V/def2-TZVPD)
Cr -1.45 0.86 -0.99
O -0.94 -0.42 0.59
C 0.48 -0.27 0.94
C 1.18 -0.16 -0.47
O 2.23 -0.71 -0.68
O 0.51 0.58 -1.28
C 0.87 -1.47 1.77
C 0.93 -1.40 3.16
C 1.18 -2.54 3.91
C 1.35 -3.76 3.28
C 1.28 -3.84 1.90
C 1.04 -2.70 1.14
C 0.76 1.08 1.59
C 2.04 1.33 2.08
C 2.35 2.58 2.60
C 1.40 3.59 2.62
C 0.13 3.35 2.12
C -0.18 2.10 1.60
H -1.42 -0.65 1.39
H 0.78 -0.45 3.66
H 1.23 -2.46 4.99
H 1.53 -4.65 3.87
H 1.41 -4.80 1.40
H 1.01 -2.76 0.06
H 2.79 0.55 2.05
H 3.35 2.76 2.98
H 1.64 4.56 3.04
H -0.62 4.13 2.13
H -1.20 1.93 1.24
C 0.42 -2.52 -2.85
N -0.82 -2.08 -2.23
C -1.69 -1.25 -2.78
N -1.51 -0.85 -4.03
S -3.09 -0.74 -1.88
H 0.99 -3.09 -2.13
H 1.02 -1.66 -3.14
H 0.22 -3.15 -3.72
H -1.04 -2.39 -1.29
H -0.71 -1.13 -4.57
H -2.20 -0.25 -4.46
C -3.08 4.15 -3.53
C -2.47 3.10 -2.75
N -2.00 2.26 -2.13
H -3.30 3.79 -4.54
H -2.41 5.00 -3.60
H -4.02 4.45 -3.06
```

=====

| no. | molar mass (g/mol) |
| --- | --- |
| 1 | 791.53 |
| 2 | 201.30 |
| 3 | 113.16 |
| 4 | 979.47 |
| 5 | 410.44 |